(1)
{
  "formula": "C5H7N3O4",
  "method": "ωB97M-V/def2-TZVPD",
  "e_lumo_ev": -1.64,
  "e_homo_ev": -9.273,
  "relative_energy_ev": 7.246,
  "e_tot_ev": -17952.3445,
  "homo_lumo_gap_ev": 7.631,
  "species": ["C", "C", "C", "C", "C", "N", "N", "N", "O", "O", "O", "O", "H", "H", "H", "H", "H", "H", "H"],
  "xyz": [[1.2122, 1.4218, 0.7044], [2.7092, -1.1425, 0.4059], [0.5373, 0.2328, 0.2241], [0.4428, 0.4905, -1.2573], [-0.7448, 0.2115, 1.0346], [1.3461, -0.9688, 0.6268], [3.1603, -0.0138, -0.1142], [4.4386, 0.3032, -0.3377], [1.5361, 2.4981, 0.7805], [3.1615, -2.2768, 0.5937], [5.3087, -0.5693, -0.3064], [4.6190, 1.5133, -0.5238], [1.4080, 0.6381, -1.6798], [-0.0346, 1.4005, -1.4064], [-0.2938, -0.2054, -1.7420], [-1.3291, 1.1134, 0.9159], [-0.4536, 0.1137, 2.0185], [-1.4644, -0.3258, 0.5792], [0.7474, -1.7268, 0.8092]],
  "atomic_forces_ev_per_a": [[2.358, 1.498, -1.367], [0.675, -3.303, -0.679], [1.312, -2.424, 1.149], [-1.367, -0.992, -0.464], [0.898, 2.896, -1.313], [-2.156, 2.594, -0.043], [-1.098, 2.290, 0.104], [1.028, -0.443, 0.670], [-0.409, -0.835, 0.726], [-0.166, 1.544, 0.151], [-0.578, 1.099, -0.282], [0.370, -0.788, -0.192], [0.729, -0.788, -0.572], [-1.063, 2.082, -0.165], [1.300, 0.021, 0.429], [0.494, 1.222, 0.245], [-0.233, -0.939, 2.203], [-1.932, -3.440, -0.885], [-0.162, -1.294, 0.285]]
}


(2)
{
  "formula": "C5H7N3O4",
  "method": "ωB97M-V/def2-TZVPD",
  "e_lumo_ev": 0.50,
  "e_homo_ev": -9.312,
  "smiles": "C1=NCCN1.O=C=NO.O=C=O",
  "relative_energy_ev": 3.542,
  "e_tot_ev": -17956.0487,
  "homo_lumo_gap_ev": 9.808,
  "species": ["C", "N", "C", "C", "N", "H", "H", "H", "H", "H", "H", "O", "C", "N", "O", "H", "O", "C", "O"],
  "xyz": [[-0.0166, -0.5885, -1.4619], [-0.1191, -1.0431, -0.3118], [-0.8831, -0.1410, 0.6083], [-0.8178, 1.1877, -0.2207], [-0.5955, 0.7381, -1.5835], [0.2577, -1.1480, -2.3055], [-0.3451, -0.0506, 1.5013], [-1.9232, -0.4355, 0.6355], [-1.8180, 1.8340, -0.2238], [0.1249, 1.6419, 0.1228], [-0.2531, 1.3725, -2.2132], [3.7612, -0.7599, -1.0459], [3.1341, -1.5699, -0.5047], [2.8123, -2.4011, 0.2783], [1.7301, -3.2152, 0.5812], [0.8925, -2.7550, 0.2316], [3.0911, 1.5972, 0.1049], [4.1023, 1.3629, 0.5860], [5.0762, 1.1733, 1.1263]],
  "atomic_forces_ev_per_a": [[-2.062, 3.952, -0.005], [-0.140, -2.399, 2.314], [0.301, 0.978, -3.790], [-1.135, 0.838, 0.380], [-0.558, -3.909, 1.266], [0.823, -0.451, -1.071], [0.143, -0.042, 1.542], [-0.045, -0.645, 0.581], [2.491, -1.118, 0.531], [-0.671, 0.902, 0.056], [1.111, 1.593, -1.813], [0.580, 1.226, -1.514], [0.230, -0.155, 0.350], [-1.473, -1.920, 1.457], [-0.660, 0.863, -0.836], [1.205, 0.012, 0.439], [-1.734, 0.546, -0.871], [-1.397, 0.432, -0.379], [2.991, -0.704, 1.362]]
}


(3)
{
  "formula": "C5H7N3O4",
  "method": "ωB97M-V/def2-TZVPD",
  "e_lumo_ev": [-0.10, -0.10],
  "e_homo_ev": [-8.396, -8.396],
  "relative_energy_ev": 2.192,
  "e_tot_ev": -17957.3980,
  "homo_lumo_gap_ev": [8.299, 8.297],
  "species": ["C", "C", "C", "C", "C", "N", "N", "N", "O", "O", "O", "O", "H", "H", "H", "H", "H", "H", "H"],
  "xyz": [[0.3948, 0.9085, -0.7386], [1.1390, -1.1118, 0.3861], [-1.6832, 0.1324, 0.7085], [-1.1674, -0.7655, -0.3454], [2.6660, 0.9712, 0.1562], [-0.0842, -1.6199, -0.0012], [1.3335, 0.2535, -0.0484], [-2.9002, 0.6971, 0.4146], [0.2783, 1.9677, -1.3020], [2.0178, -1.7158, 0.9188], [-1.1748, 0.2779, 1.8478], [-1.8317, -1.1104, -1.5016], [3.3554, 0.4844, -0.5270], [2.5035, 2.0322, -0.0291], [2.8828, 0.6455, 1.2680], [-0.1839, -2.4742, 0.6187], [-3.0764, 0.4793, -0.5909], [-3.1934, 1.4785, 0.8902], [-1.2759, -1.5306, -2.1248]],
  "atomic_forces_ev_per_a": [[-2.024, -0.868, -0.015], [-0.166, 1.883, -1.283], [-1.465, 0.065, 2.953], [3.840, 1.676, -1.053], [-1.136, -2.570, 2.306], [0.195, -1.489, 1.572], [0.598, 1.191, -0.618], [1.851, -3.313, -3.491], [0.321, -2.040, 1.137], [0.207, -0.284, 0.433], [-0.042, -0.528, -2.533], [-1.884, 1.215, 2.165], [0.359, 0.361, 0.117], [0.135, -0.233, 0.205], [0.148, 1.214, -2.254], [-0.620, 1.186, -1.126], [-0.793, 1.174, 1.314], [-0.783, 1.989, 0.941], [1.258, -0.629, -0.770]]
}


(4)
{
  "formula": "C5H7N3O7",
  "method": "ωB97M-V/def2-TZVPD",
  "e_lumo_ev": 0.46,
  "e_homo_ev": -8.389,
  "relative_energy_ev": 1.304,
  "e_tot_ev": -24101.1202,
  "homo_lumo_gap_ev": 8.853,
  "species": ["C", "C", "C", "C", "C", "N", "N", "N", "O", "O", "O", "O", "O", "O", "O", "H", "H", "H", "H", "H", "H", "H"],
  "xyz": [[-2.9667, -0.6471, -0.1882], [-1.4524, 1.2651, -0.0239], [-0.5507, -0.9619, 0.4642], [2.3016, -0.3818, -0.6224], [1.0016, 0.9432, 0.3388], [-2.5863, 0.6476, -0.3576], [-1.8595, -1.4397, 0.2206], [-0.3798, 0.3827, 0.2464], [-4.0869, -1.0466, -0.4123], [-1.3914, 2.4726, -0.0609], [0.2840, -1.7690, 0.8156], [1.5894, -1.1151, -1.4968], [2.7100, -1.1356, 0.4042], [1.2917, 0.8304, 1.6580], [1.2674, 2.0803, -0.3119], [2.9894, 0.2605, -0.9156], [-3.2606, 1.2212, -0.8226], [-1.8942, -2.3887, 0.5686], [1.7330, -0.9820, -2.3899], [1.9434, -1.6040, 0.8009], [2.1387, 0.4426, 1.9635], [1.1782, 2.9253, 0.1213]],
  "atomic_forces_ev_per_a": [[0.565, -1.870, 0.209], [1.799, 0.526, -0.008], [-1.335, -0.192, -0.539], [-5.712, -0.901, 3.893], [2.533, -4.129, -1.065], [-1.940, -0.498, -0.719], [0.340, 0.917, 0.360], [0.297, 1.600, -0.477], [0.875, 0.061, 0.271], [0.506, -0.369, 0.295], [-0.373, 0.277, 0.304], [-1.129, -0.980, 1.580], [1.500, -0.234, 0.855], [0.248, 0.916, 1.768], [0.335, 0.147, -1.086], [3.172, 2.864, -1.841], [-0.461, 0.396, 0.128], [-0.839, 0.003, -0.358], [0.722, 0.850, -2.672], [-0.011, 0.212, -0.470], [-0.416, 0.210, -1.261], [-0.676, 0.194, 0.832]]
}


(5)
{
  "formula": "C5H7N3OS",
  "method": "ωB97M-V/def2-TZVPD",
  "e_lumo_ev": 0.43,
  "e_homo_ev": -9.138,
  "smiles": "CSc1nc(=O)cc(N)[nH]1",
  "relative_energy_ev": 0.106,
  "e_tot_ev": -22651.5571,
  "homo_lumo_gap_ev": 9.570,
  "species": ["C", "S", "C", "N", "C", "O", "C", "C", "N", "N", "H", "H", "H", "H", "H", "H", "H"],
  "xyz": [[3.3420, 0.5427, -0.0279], [2.2741, -0.9314, -0.0480], [0.6606, -0.1961, 0.0182], [0.5354, 1.0680, -0.0455], [-0.7948, 1.6600, -0.0365], [-0.9508, 2.8556, 0.0037], [-1.9047, 0.6590, -0.0437], [-1.6916, -0.6525, 0.0119], [-2.5975, -1.7516, -0.1753], [-0.3749, -1.0906, 0.1310], [4.3790, 0.1591, 0.0732], [3.3018, 1.1513, -0.9589], [3.1006, 1.1446, 0.8178], [-2.8847, 1.0676, 0.0324], [-2.6375, -2.2369, 0.8192], [-3.5773, -1.4285, -0.3775], [-0.1796, -2.0204, -0.1943]],
  "atomic_forces_ev_per_a": [[0.660, -0.348, -1.102], [0.070, 0.170, -0.005], [0.172, 0.426, -0.011], [-0.915, 1.056, 0.003], [0.634, -1.516, 0.349], [-0.001, -0.365, -0.127], [0.244, 1.258, 0.286], [0.527, -0.910, -0.808], [-0.761, 0.081, 3.146], [-0.074, -0.244, -0.344], [-0.680, 0.077, 0.003], [-0.281, -0.579, 0.663], [-0.210, 0.434, 0.523], [-0.659, 0.146, -0.268], [-0.086, 0.908, -2.719], [1.463, -0.233, 0.317], [-0.103, -0.361, 0.095]]
}


(6)
{
  "formula": "C5H7N3S2",
  "method": "ωB97M-V/def2-TZVPD",
  "e_lumo_ev": [-2.00, -1.82],
  "e_homo_ev": [-8.426, -8.401],
  "relative_energy_ev": 4.788,
  "e_tot_ev": -31432.8999,
  "homo_lumo_gap_ev": [6.428, 6.585],
  "species": ["C", "C", "C", "C", "C", "N", "N", "N", "S", "S", "H", "H", "H", "H", "H", "H", "H"],
  "xyz": [[-1.6302, 1.6700, 0.3160], [-1.9761, 1.7837, -1.8253], [-0.9974, 0.4801, 0.0426], [-0.2158, -0.3803, 0.8790], [1.4287, -1.2399, -0.7537], [-2.1234, 2.4178, -0.6618], [1.0955, -2.0996, 1.4110], [0.6713, -1.1807, 0.4629], [0.8856, 1.3839, 3.0139], [-1.0860, 0.3260, -1.7626], [-1.7112, 2.0388, 1.3437], [-2.0132, 2.2863, -2.7525], [2.4279, -1.2434, -0.4323], [1.1229, -2.1127, -1.5015], [1.3574, -0.2785, -1.3752], [0.6415, -1.7527, 2.2322], [2.1226, -2.0987, 1.3637]],
  "atomic_forces_ev_per_a": [[0.390, -0.542, 2.362], [1.337, 0.379, 1.775], [0.689, -0.004, -2.095], [-1.784, 2.224, 0.770], [-1.593, 0.184, -3.605], [-0.485, -0.401, -2.246], [1.241, -1.092, -0.991], [-0.254, -0.077, -0.408], [-0.342, -0.587, -0.516], [-0.506, 0.190, 1.037], [0.084, -0.211, -0.347], [-0.851, 0.366, -0.924], [1.609, -0.653, 0.025], [0.834, 1.589, 1.932], [-0.263, -1.320, 1.186], [0.409, -0.043, 1.105], [-0.514, 0.000, 0.941]]
}


(7)
{
  "formula": "C5H7N4",
  "method": "ωB97M-V/def2-TZVPD",
  "e_lumo_ev": [3.17, 2.95],
  "total_charge": -1,
  "e_homo_ev": [-4.178, -4.379],
  "relative_energy_ev": 4.415,
  "e_tot_ev": -11254.0688,
  "homo_lumo_gap_ev": [7.343, 7.332],
  "species": ["C", "C", "C", "C", "C", "N", "N", "N", "N", "H", "H", "H", "H", "H", "H", "H"],
  "xyz": [[1.4356, 0.9211, 0.3143], [-0.5744, 0.0931, -0.4938], [-3.0033, -0.7364, -1.2516], [0.4129, -0.0778, 0.3493], [0.5591, -1.3352, 1.1690], [2.3750, 2.6957, -0.2531], [1.2589, 2.0056, -0.4106], [2.5994, 0.9163, 0.9359], [3.1717, 1.9999, 0.4761], [-2.5695, -1.2257, -2.0856], [-0.5090, 1.0965, -0.9973], [-3.1415, -1.4743, -0.4700], [-3.7080, 0.0781, -1.3434], [1.2742, -1.2196, 1.8615], [0.8487, -2.1671, 0.5931], [-0.4298, -1.5703, 1.6061]],
  "atomic_forces_ev_per_a": [[-0.321, 0.321, 0.203], [-1.223, 2.199, -1.351], [1.026, -0.555, 1.232], [-0.854, -2.734, 0.370], [-3.110, 0.646, -1.287], [-0.051, 0.152, -1.020], [-0.506, 1.000, -0.464], [0.133, -1.334, -0.197], [2.280, 1.390, 1.493], [0.237, 0.198, -0.998], [-1.000, -1.235, -0.128], [-0.235, 0.382, 0.299], [0.317, 0.083, -0.017], [2.432, 0.495, 2.888], [0.319, -1.016, -1.077], [0.556, 0.008, 0.054]]
}


(8)
{
  "formula": "C5H7N4",
  "method": "ωB97M-V/def2-TZVPD",
  "e_lumo_ev": -3.86,
  "total_charge": 1,
  "e_homo_ev": -13.279,
  "smiles": "[H]\\N=C/[NH+]=C\\N=C\\N=C=C",
  "relative_energy_ev": 2.541,
  "e_tot_ev": -11248.4255,
  "homo_lumo_gap_ev": 9.419,
  "species": ["H", "N", "C", "N", "C", "N", "C", "N", "C", "C", "H", "H", "H", "H", "H", "H"],
  "xyz": [[0.3892, 1.4349, -0.0557], [1.2063, 1.5332, 0.5468], [2.2943, 0.9768, 0.5081], [2.6126, -0.2733, -0.1566], [1.7222, -1.2875, -0.2816], [0.4689, -1.2709, 0.0231], [-0.5711, -1.2234, 0.7615], [-1.7024, -0.7140, 0.4224], [-2.6013, 0.0697, 0.2578], [-3.5968, 0.7696, -0.1175], [3.1323, 1.2876, 1.0662], [3.6114, -0.3372, -0.3702], [1.8746, -2.1752, -0.9078], [-0.4924, -1.6902, 1.6590], [-3.4801, 1.3231, -1.0302], [-4.6118, 0.9321, 0.1707]],
  "atomic_forces_ev_per_a": [[0.607, -0.882, 0.219], [-1.285, 2.211, 0.045], [-0.332, -2.070, -0.582], [-0.436, -0.208, 0.216], [-1.084, -0.003, -1.250], [1.094, 0.870, -0.123], [1.162, 0.819, -1.541], [-0.571, 0.323, -0.347], [-0.058, -0.812, 0.072], [-0.982, 1.175, -1.107], [0.931, 0.692, 0.775], [-0.696, -0.814, -0.202], [1.329, 0.349, 0.251], [-0.114, -1.374, 2.888], [0.647, 0.163, -0.542], [-0.214, -0.440, 1.228]]
}


Which formula does entry 4 have?
C5H7N3O7


What is the formula in the fourth record?
C5H7N3O7